No. 1
17
Properties=species:S:1:pos:R:3:forces:R:3:nbo_charge:R:1 method="wB97M-V/def2-TZVPD" lumo_energy_ev="0.32 / 0.31" mol_weight_g_mol=94.2 e_above_lowest_kj_mol=619.8 multiplicity=1 e_homo_ev="-7.94 / -7.93"
C -1.0449 -0.4100 1.0290 -0.3 -0.1 0.0 -0.41
C 0.4919 -0.6251 1.0542 0.1 -0.1 0.3 -0.02
C 0.7445 -1.0261 -0.2279 0.0 -0.1 -0.2 -0.16
C 0.6095 0.3179 -0.9074 0.0 0.0 -0.3 -0.24
C 1.6066 1.2158 -0.1654 0.1 0.0 0.0 -0.40
C 0.7379 0.8933 1.0350 0.1 0.2 0.3 -0.26
C -0.5557 0.8126 0.1704 -0.3 0.2 0.0 -0.18
H -1.6604 -1.1875 0.5721 0.1 0.1 0.1 0.21
H -1.5002 -0.0538 1.9619 0.1 0.0 -0.1 0.21
H -1.9371 -2.6943 -1.5470 0.0 0.0 0.0 0.00
H -1.9965 -1.9739 -1.7184 0.0 -0.1 0.0 0.00
H 0.2818 -1.9191 -0.6422 0.1 0.1 0.1 0.20
H 0.4814 0.3646 -1.9919 0.0 0.0 0.2 0.22
H 2.6532 0.8919 -0.1612 -0.1 0.1 0.0 0.21
H 1.5255 2.2661 -0.4596 0.0 -0.1 0.0 0.21
H 0.7501 1.4265 1.9884 0.0 -0.1 -0.2 0.22
H -1.1877 1.7010 0.0100 0.1 -0.1 0.0 0.20

***

No. 2
17
Properties=species:S:1:pos:R:3:forces:R:3:nbo_charge:R:1 method="wB97M-V/def2-TZVPD" lumo_energy_ev=1.06 mol_weight_g_mol=94.2 e_above_lowest_kj_mol=308.2 multiplicity=1 e_homo_ev=-8.30
C 0.6149 1.3086 -1.1099 0.9 -1.6 0.4 -0.20
C 1.7847 1.8885 -0.8865 -0.1 0.8 -0.3 -0.40
C 1.0519 -1.0581 -1.6365 -0.6 0.3 -0.8 -0.39
C 0.3706 -0.1585 -0.9101 0.6 -0.3 -0.9 -0.04
C -0.7784 -0.5900 -0.0745 1.0 -0.7 -0.3 -0.26
C -0.6634 -0.5271 1.2524 -1.0 -0.1 -0.1 -0.13
C -1.8178 -0.6288 2.1965 0.5 -0.3 1.2 -0.65
H -0.1985 1.6854 -1.7170 -0.3 0.9 0.7 0.22
H 1.9108 2.9590 -0.9832 0.1 0.0 -0.5 0.20
H 2.6924 1.3320 -0.6937 -0.2 -0.2 0.7 0.20
H 0.4806 -1.8663 -2.0857 0.4 -0.9 1.0 0.20
H 2.0111 -0.8827 -2.1078 -0.2 0.5 -0.2 0.20
H -1.4694 -1.2942 -0.5373 -0.8 0.8 0.0 0.21
H 0.2872 -0.3390 1.7386 0.1 0.8 -0.2 0.20
H -2.7935 -0.9111 1.8129 0.1 0.1 -0.4 0.22
H -1.8770 0.3516 2.6796 -0.4 0.1 -0.2 0.22
H -1.6063 -1.2694 3.0621 0.1 -0.2 -0.2 0.21